Version A
{"formula": "C3H7IN", "method": "ωB97M-V/def2-TZVPD", "elements": ["C", "C", "C", "N", "I", "H", "H", "H", "H", "H", "H", "H"], "coordinates": [[1.082, 0.870, -0.396], [-0.291, 0.250, -0.585], [0.374, -1.328, 1.065], [-0.750, -0.387, 0.750], [0.618, -1.823, 3.152], [1.804, 0.743, -1.081], [1.212, 1.728, 0.214], [-1.116, 0.991, -0.755], [-0.216, -0.547, -1.205], [0.434, -2.183, 0.513], [-0.861, 0.404, 1.444], [-1.660, -0.715, 0.598]], "gap_ev": [7.9, 8.7], "total_charge": 1, "homo_energy_ha": [-0.5009, -0.4970]}

***

Version B
{"formula": "C3H7IN", "method": "ωB97M-V/def2-TZVPD", "elements": ["C", "C", "C", "N", "I", "H", "H", "H", "H", "H", "H", "H"], "coordinates": [[1.449, 0.006, -0.027], [0.427, -1.028, 0.222], [-1.056, 0.948, 0.144], [-0.134, 0.101, -0.547], [-2.991, -0.068, -0.020], [1.764, 0.524, 0.851], [2.208, -0.358, -0.693], [0.466, -1.965, -0.336], [-0.127, -1.145, 1.254], [-0.714, 0.944, 1.209], [-0.982, 1.879, -0.561], [-0.309, 0.162, -1.498]], "gap_ev": 9.9, "total_charge": 1, "homo_energy_ha": -0.5140, "smiles": "IC[NH+]1CC1"}

***

The relative energies come out as version A 206.8; version B 0.0, with values in kJ/mol.

***

Version A
{"formula": "C3H7IN", "method": "ωB97M-V/def2-TZVPD", "elements": ["C", "C", "C", "N", "I", "H", "H", "H", "H", "H", "H", "H"], "coordinates": [[-1.600, 0.884, 0.520], [-0.499, 0.954, -0.537], [-1.127, -0.290, -0.170], [-1.195, -1.551, -0.319], [4.893, -0.001, 0.231], [-1.341, 1.007, 1.564], [-2.584, 1.274, 0.293], [-0.726, 1.381, -1.507], [0.527, 1.134, -0.241], [6.120, -0.631, 0.965], [-1.863, -2.124, 0.194], [-0.606, -2.037, -0.994]], "gap_ev": 7.4, "total_charge": 1, "homo_energy_ha": -0.4565}

***

Version B
{"formula": "C3H7IN", "method": "ωB97M-V/def2-TZVPD", "elements": ["C", "C", "C", "N", "I", "H", "H", "H", "H", "H", "H", "H"], "coordinates": [[0.409, -1.339, 0.039], [1.541, -0.166, -0.598], [-0.752, 0.938, 0.136], [0.510, 0.095, 0.426], [3.566, -0.019, -0.052], [-0.445, -1.542, -0.633], [0.835, -1.804, 0.918], [1.372, 0.259, -1.540], [-0.869, 0.813, -0.992], [-1.427, 0.503, 0.854], [-0.483, 1.913, 0.505], [0.911, 0.078, 1.387]], "gap_ev": 10.0, "total_charge": 1, "homo_energy_ha": -0.5128, "smiles": "C[N@H+]1C[C@@H]1I"}

***

The relative energies come out as version A 0.0; version B 85.2, with values in kJ/mol.

***

Version A
{"formula": "C4H12N2O", "method": "ωB97M-V/def2-TZVPD", "elements": ["N", "C", "C", "C", "O", "C", "N", "H", "H", "H", "H", "H", "H", "H", "H", "H", "H", "H", "H"], "coordinates": [[-1.825, -0.192, -0.741], [-0.426, -0.151, -0.196], [-0.168, 0.865, 0.876], [1.153, 1.646, 0.932], [1.322, 2.308, -0.283], [-0.059, -1.641, 0.099], [0.119, -2.444, -1.150], [-2.233, 0.809, -0.884], [-1.695, -0.497, -1.697], [0.155, 0.172, -1.066], [-0.976, 1.613, 0.713], [-0.387, 0.546, 1.900], [1.140, 2.296, 1.837], [2.073, 0.997, 1.154], [0.639, 2.974, -0.381], [0.929, -1.563, 0.495], [-0.809, -1.948, 0.801], [1.076, -2.354, -1.453], [-0.029, -3.436, -0.957]], "gap_ev": 9.9, "homo_energy_ha": -0.3302, "smiles": "NC[C@@H](N)CCO"}

***

Version B
{"formula": "C4H12N2O", "method": "ωB97M-V/def2-TZVPD", "elements": ["N", "C", "C", "C", "O", "C", "N", "H", "H", "H", "H", "H", "H", "H", "H", "H", "H", "H", "H"], "coordinates": [[0.997, -0.024, 1.155], [-0.156, -0.018, 0.230], [0.229, 0.506, -1.145], [0.478, 2.014, -1.165], [1.192, 2.520, -0.053], [-0.792, -1.418, 0.054], [-1.128, -2.066, 1.248], [1.362, -0.966, 1.249], [0.637, 0.187, 2.073], [1.421, 1.772, 0.509], [-0.916, 0.617, 0.675], [1.140, 0.017, -1.499], [-0.535, 0.281, -1.893], [-0.471, 2.561, -1.242], [1.036, 2.274, -2.068], [-1.687, -1.239, -0.540], [-0.133, -2.027, -0.575], [-0.562, -2.819, 1.583], [-2.111, -2.172, 1.404]], "gap_ev": 10.0, "homo_energy_ha": -0.3343, "smiles": "NC[C@@H](N)CCO"}

***

The relative energies come out as version A 70.7; version B 0.0, with values in kJ/mol.

***

Version A
{"formula": "C4H12N2O", "method": "ωB97M-V/def2-TZVPD", "elements": ["C", "C", "C", "C", "N", "N", "O", "H", "H", "H", "H", "H", "H", "H", "H", "H", "H", "H", "H"], "coordinates": [[0.684, -0.404, 0.062], [-2.414, 1.278, 0.636], [2.257, -0.674, 0.537], [0.007, -1.735, -0.194], [1.073, 0.220, -1.146], [0.579, 1.385, -1.280], [-1.828, 0.808, -0.539], [0.240, 0.230, 0.833], [-0.879, 1.324, -0.859], [0.851, 1.779, -2.186], [-1.769, 1.134, 1.515], [-3.355, 0.732, 0.813], [-2.665, 2.347, 0.573], [2.781, -1.321, -0.161], [2.137, -1.200, 1.483], [2.786, 0.263, 0.688], [-0.007, -2.323, 0.720], [-1.014, -1.556, -0.526], [0.535, -2.288, -0.969]], "gap_ev": 9.5, "homo_energy_ha": -0.3431, "smiles": "[H]/N=N/C(C)C.CO"}

***

Version B
{"formula": "C4H12N2O", "method": "ωB97M-V/def2-TZVPD", "elements": ["C", "C", "C", "C", "H", "H", "H", "H", "H", "H", "H", "H", "H", "H", "H", "H", "N", "N", "O"], "coordinates": [[4.548, -0.767, -0.232], [-1.711, 1.880, -0.424], [-2.122, 0.600, 0.262], [-3.525, -1.480, 0.206], [3.716, 0.109, 1.302], [5.311, 0.986, 0.857], [5.264, -0.766, -1.033], [4.845, -1.694, 0.347], [3.503, -1.164, -0.652], [-1.933, 2.620, 0.385], [-2.295, 2.350, -1.249], [-0.636, 2.008, -0.576], [-3.310, -0.203, -1.415], [-2.943, -2.307, 0.724], [-4.308, -1.059, 0.972], [-4.075, -1.891, -0.849], [4.354, 0.595, 0.364], [-2.920, -0.280, -0.396], [-1.762, 0.461, 1.408]], "gap_ev": 10.4, "homo_energy_ha": -0.3565, "smiles": "CNC(C)=O.CN"}

***

The relative energies come out as version A 0.0; version B 7.7, with values in kJ/mol.